1.
84
Properties=species:S:1:pos:R:3:forces:R:3 method="wB97M-V/def2-TZVPD" charge=-1 homo_lumo_gap_ev=4.828 energy_ha=-1935.64089 de_lowest_kj_mol=0.00
C -3.3928 1.1689 -3.7595 0.005 0.011 -0.435
N -3.5102 1.0755 -2.3212 -0.463 0.022 0.785
C -4.3285 2.0676 -1.7793 0.051 0.563 -0.226
O -4.7803 2.9895 -2.4650 0.644 -1.478 1.059
N -4.6285 1.9522 -0.4210 0.647 -0.556 -0.204
C -5.4964 2.9926 0.0758 -0.350 0.284 0.121
C -4.0943 0.9848 0.4585 -0.169 0.550 1.152
O -4.4246 0.9736 1.6452 0.468 0.019 -1.659
C -3.1559 -0.0102 -0.1413 0.045 -0.648 0.175
C -2.5322 -0.9014 0.6863 -1.242 0.335 -0.500
C -1.8324 -2.1276 0.2945 1.255 -0.849 -0.019
C -0.6179 -2.0151 -0.3966 -0.798 0.074 -0.296
C -0.0331 -3.1111 -1.0058 -0.284 -0.606 0.883
C -0.5362 -4.4180 -0.7458 -0.507 1.040 0.365
N 0.1279 -5.5120 -1.2471 -0.057 -0.652 -0.957
C 1.4645 -5.3609 -1.7734 0.136 0.136 0.161
C 1.5895 -4.1263 -2.6468 -0.090 0.081 -0.079
C 1.1626 -2.8860 -1.8686 0.672 0.321 -0.116
C -0.1416 -6.8370 -0.7436 0.009 0.137 0.223
C -1.6271 -7.0612 -0.5365 -0.156 0.055 -0.136
C -2.2324 -5.9532 0.3359 -0.197 -0.424 0.497
C -1.7060 -4.5743 0.0505 1.050 0.606 -0.203
C -2.2860 -3.4350 0.6063 -0.336 0.882 -0.347
C -3.1337 -0.1027 -1.6337 0.348 -0.950 -1.066
O -2.8129 -1.1022 -2.2765 -0.338 1.466 1.005
H -2.7970 0.3404 -4.1253 0.003 -0.012 0.065
H -4.3942 1.1498 -4.1974 0.182 -0.067 -0.131
H -2.9335 2.1266 -4.0090 -0.006 -0.159 -0.041
H -5.7158 2.7848 1.1167 0.003 0.024 0.004
H -5.0152 3.9669 -0.0386 -0.066 -0.116 0.102
H -6.4023 2.9896 -0.5303 -0.060 0.121 0.179
H -2.6651 -0.7286 1.7443 -0.242 0.130 0.207
H -0.1598 -1.0229 -0.4811 -0.172 -0.326 -0.283
H 2.1697 -5.2882 -0.9267 0.159 -0.022 -0.151
H 1.7027 -6.2736 -2.3364 0.021 0.231 0.103
H 2.6258 -4.0270 -2.9857 -0.145 0.009 -0.030
H 0.9503 -4.2275 -3.5330 0.103 -0.142 0.127
H 0.9249 -2.0707 -2.5631 0.150 -0.115 0.075
H 1.9942 -2.5190 -1.2439 -0.173 -0.111 -0.161
H 0.2782 -7.5523 -1.4658 -0.181 0.087 0.235
H 0.3921 -6.9791 0.2138 -0.052 -0.138 -0.023
H -2.1394 -7.0980 -1.5054 0.162 0.082 0.061
H -1.7684 -8.0403 -0.0642 -0.082 0.162 -0.041
H -3.3230 -5.9550 0.2214 0.134 -0.026 0.063
H -2.0307 -6.2109 1.3882 -0.085 0.137 -0.159
H -3.1524 -3.5398 1.2660 0.100 -0.054 -0.316
C 4.4096 -0.9256 2.2166 0.335 -0.364 -0.168
C 3.7157 0.2964 2.7432 0.041 -0.167 -0.436
O 2.9856 0.7990 1.6151 0.522 -0.802 0.699
C 2.2400 1.8538 1.9775 -1.649 1.586 -0.832
C 1.4966 2.5414 0.9108 2.004 -1.148 -0.517
C 0.9450 3.8687 1.2931 0.093 0.018 0.493
C 0.0497 3.7714 2.5317 0.005 0.081 -0.278
C -0.4851 5.1471 2.8939 -0.079 -0.054 -0.088
C 0.6565 6.1244 3.1887 0.093 0.114 0.190
C 1.7288 6.1688 2.0987 0.112 0.042 -0.365
C 2.1357 4.7884 1.6233 -0.186 -0.253 -0.050
C 1.9982 2.5351 -0.4775 -1.318 0.355 2.267
O 1.8291 3.4550 -1.2751 0.059 -0.035 -0.304
O 2.6530 1.4177 -0.8469 0.402 -0.308 -1.213
C 3.1829 1.5095 -2.1759 -0.023 -0.172 0.344
C 3.9082 0.2115 -2.4036 0.333 -0.333 -0.023
O 2.2324 2.1807 3.1766 0.197 -0.295 -0.358
H 5.0302 -1.3802 2.9880 0.087 -0.070 0.058
H 3.6848 -1.6730 1.8728 0.080 0.153 0.056
H 5.0457 -0.6551 1.3684 -0.029 -0.097 0.063
H 3.0420 0.0466 3.5752 0.210 0.210 -0.241
H 4.4231 1.0763 3.0687 -0.208 -0.366 0.104
H 0.3975 4.2217 0.4090 -0.064 0.317 0.329
H -0.7425 3.0368 2.3276 -0.058 0.224 0.121
H 0.6821 3.3613 3.3328 -0.527 0.279 -0.171
H -1.0887 5.5252 2.0593 -0.011 0.077 0.002
H -1.1495 5.0707 3.7588 -0.035 0.149 0.071
H 0.2594 7.1334 3.3381 -0.036 0.014 0.079
H 1.1265 5.8334 4.1369 -0.012 -0.056 -0.057
H 1.3690 6.7351 1.2330 -0.146 0.096 0.037
H 2.6351 6.6753 2.4480 -0.167 0.238 0.137
H 2.6721 4.2726 2.4290 0.045 0.175 -0.114
H 2.7888 4.8206 0.7416 -0.086 0.210 0.179
H 2.3804 1.6505 -2.9147 0.179 0.117 0.254
H 3.8707 2.3678 -2.2213 -0.260 -0.205 -0.176
H 4.3610 0.1982 -3.3950 0.040 -0.025 -0.099
H 4.7069 0.0994 -1.6630 -0.104 -0.059 -0.074
H 3.2409 -0.6557 -2.3195 0.064 0.237 0.014



2.
9
Properties=species:S:1:pos:R:3:forces:R:3 method="wB97M-V/def2-TZVPD" homo_lumo_gap_ev=8.991 energy_ha=-703.48050 de_lowest_kj_mol=318.80
C -1.0541 0.8604 0.0402 4.620 0.181 -2.102
O 0.2197 -1.5330 -0.7599 0.230 -2.825 -0.507
Si 0.2502 -0.4440 0.4390 0.368 0.923 -0.725
I 2.5210 0.5233 0.2704 0.006 0.210 0.027
H -0.8697 1.6210 0.7619 -0.359 1.038 0.268
H -0.0245 1.5292 -1.4329 -2.258 -1.330 2.973
H -2.0272 0.6962 -0.3002 -1.286 -0.217 -0.523
H 0.5984 -2.4652 -0.8871 -0.750 2.498 0.708
H 0.3863 -0.7879 1.8686 -0.569 -0.479 -0.118



How do the records compare in max |F|? In the order shown, they have 2.65, 5.08 eV/A.